P) DFT (ωB97M-V with the def2-TZVPD basis set) results for one molecule with the formula C3H3N3O.

Element x y z (Å)
O -0.04 1.09 -1.77
N -0.13 -1.71 0.25
N 0.46 -2.02 1.18
N 0.32 0.85 0.50
C -0.66 -0.94 -0.67
C 0.83 0.56 1.63
C -0.10 0.38 -0.62
H -1.38 -1.33 -1.37
H 0.36 1.15 2.44
H 0.33 1.96 -1.57

Its HOMO energy (spin up / spin down) is -7.66 / -7.66 eV. As for the frontier orbital gap (spin up / spin down): 0.2927 / 0.2927 Ha.


Q) DFT (ωB97M-V with the def2-TZVPD basis set) results for one molecule with the formula C3H3N3O.

Element x y z (Å)
O -1.10 1.47 -0.47
N 0.79 0.38 -0.92
N 0.72 -0.44 1.24
N -0.38 -1.07 0.90
C -1.03 -0.90 -0.23
C -0.51 0.31 -0.82
C 1.42 0.02 0.18
H -0.56 1.61 0.35
H 2.49 0.17 0.27
H -1.85 -1.55 -0.51

Its HOMO energy (spin up / spin down) is -9.62 / -9.62 eV. The SMILES is Oc1cnncn1. As for the frontier orbital gap (spin up / spin down): 0.3302 / 0.3302 Ha.


Stability check: which of them is least stable? P).


P) DFT (ωB97M-V with the def2-TZVPD basis set) results for one molecule with the formula C3H3N3O.

Element x y z (Å)
O 1.95 -1.87 -0.16
N 0.13 1.54 -1.20
N 0.45 -0.17 0.08
N 0.99 0.56 -0.89
C -0.93 0.13 0.20
C 1.07 -1.36 0.56
C -0.96 1.27 -0.55
H -1.89 1.91 -0.77
H -1.56 -0.38 0.94
H 0.74 -1.63 1.80

Its HOMO energy is -10.31 eV. The SMILES is O=Cn1ccnn1. As for the frontier orbital gap: 0.3633 Ha.


Q) DFT (ωB97M-V with the def2-TZVPD basis set) results for one molecule with the formula C3H3N3O.

Element x y z (Å)
O -1.82 -0.17 0.15
N 2.33 -0.03 0.06
N -0.77 -1.48 0.01
N 0.45 -1.20 -0.17
C 0.09 1.31 -0.04
C 1.02 0.18 0.03
C -1.29 1.06 -0.09
H -1.93 1.89 -0.05
H 2.92 0.89 0.39
H 0.54 2.26 -0.21

Its HOMO energy is -9.30 eV. The SMILES is [H]/N=c1\cconn1. As for the frontier orbital gap: 0.3179 Ha.


R) DFT (ωB97M-V with the def2-TZVPD basis set) results for C3H3N3O as an isolated structure.

Element x y z (Å)
O 1.29 -0.91 -0.91
N 0.01 -1.29 0.83
N 1.16 0.80 0.63
N -0.03 1.42 0.19
C -0.91 -0.87 0.03
C -0.97 0.61 -0.18
C 1.02 -0.53 0.21
H -1.60 -1.56 -0.46
H -1.91 1.06 -0.48
H 1.93 1.26 0.15

Its HOMO energy is -9.99 eV. As for the frontier orbital gap: 0.3375 Ha.


S) DFT (ωB97M-V with the def2-TZVPD basis set) results for a 2-piece molecular cluster, C3H3N3O overall.

Element x y z (Å)
O 0.35 -0.54 1.80
N -2.05 -1.10 -0.45
N -1.82 -2.13 -0.16
N -0.56 2.23 -0.27
C 1.05 -0.66 0.82
C 1.00 0.23 -0.35
C 0.15 1.25 -0.34
H 1.61 0.05 -1.22
H 1.79 -1.48 0.74
H -1.53 2.15 -0.57

Its HOMO energy is -9.67 eV. The SMILES is N=C=CC=O.N#N. As for the frontier orbital gap: 0.3730 Ha.


Stability check: which of them is least stable? Q).


P) DFT (ωB97M-V with the def2-TZVPD basis set) results for C9H16Cl2IrN2O2P as an isolated structure.

Element x y z (Å)
Ir 0.43 -0.48 -0.01
Cl 2.34 -1.70 0.11
Cl 2.05 1.12 1.29
P 0.04 1.59 -1.15
O -1.78 -1.94 -0.43
O -2.65 0.12 1.00
N 0.69 -0.93 4.14
N 0.25 -1.14 2.02
C 0.45 -2.41 2.54
C 0.36 -0.28 3.02
C -0.77 -1.71 -1.17
C 0.73 -2.29 3.87
C 1.24 3.00 -0.94
C -0.64 -2.68 -2.41
C -1.53 0.05 0.69
C 0.14 1.14 -2.91
C -1.56 2.46 -0.91
H -0.26 -3.68 -2.15
H 2.23 2.67 -1.25
H -1.71 3.27 -1.63
H 1.02 -3.05 4.59
H 0.94 3.88 -1.52
H 0.12 2.06 -3.52
H 0.45 -3.28 1.93
H 1.06 0.59 -3.12
H -1.55 -2.88 -2.99
H 1.28 3.25 0.13
H 0.89 -0.46 5.03
H -0.72 0.52 -3.19
H -1.60 2.90 0.10
H -2.41 1.77 -1.00
H 0.38 0.78 2.93
H 0.09 -2.27 -3.08

Its HOMO energy (spin up / spin down) is -14.84 / -15.94 eV. As for the spin multiplicity: 5. As for the frontier orbital gap (spin up / spin down): 0.2361 / 0.1660 Ha. The total charge is +2.


Q) DFT (ωB97M-V with the def2-TZVPD basis set) results for C9H16Cl2IrN2O2P as an isolated structure.

Element x y z (Å)
Ir 0.19 0.32 0.02
Cl -1.63 2.17 0.50
Cl 1.17 2.30 -0.55
P -1.49 -0.68 -1.10
O 0.67 -2.34 1.60
O 2.09 -1.22 -0.14
N 0.34 1.94 3.95
N 0.79 1.06 1.97
C -0.14 1.18 2.91
C 1.64 2.29 3.62
C 3.11 -0.38 -2.23
C -0.88 -0.90 -2.81
C 1.94 1.74 2.39
C 2.19 -0.49 -1.10
C 0.28 -1.37 1.10
C -1.95 -2.37 -0.49
C -3.13 0.10 -1.26
H -2.64 -2.89 -1.17
H -3.86 -0.53 -1.80
H -0.22 2.21 4.76
H 2.81 1.85 1.75
H 3.60 -1.36 -2.48
H -3.53 0.32 -0.27
H -1.69 -1.32 -3.41
H 3.91 0.36 -2.03
H -3.04 1.06 -1.79
H -2.45 -2.29 0.48
H -0.04 -1.59 -2.83
H -0.55 0.04 -3.25
H 2.52 0.01 -3.08
H -1.08 -3.01 -0.35
H -1.20 0.86 2.85
H 2.28 2.95 4.22

Its HOMO energy (spin up / spin down) is -14.82 / -16.06 eV. As for the spin multiplicity: 5. As for the frontier orbital gap (spin up / spin down): 0.2542 / 0.1800 Ha. The total charge is +2.


Stability check: which of them is least stable? P).